2 unconnected molecules or ions with the total composition C7H12. Source: the Open Molecules 2025 dataset; level of theory: ωB97M-V/def2-TZVPD.

**SMILES string**: CC1=CC2(CC2)C1.[H][H]
**Energy relative to the best compared isomer or geometry (same formula, charge and spin)**: 67.0 kcal per mole
**Electronic energy**: -273.80177 Ha
**HOMO level**: -8.7 eV
**Orbital gap**: 0.36052 Eh

Geometry as ORCA input:
```
! RIJCOSX wB97M-V def2-TZVPD def2/J DEFGRID3
* xyz 0 1
C 0.41 -2.51 0.48
C 0.21 -1.04 0.36
C -1.00 -0.27 -0.16
C -0.20 0.99 0.24
C -0.10 2.28 -0.52
C -0.73 2.25 0.85
C 0.88 0.07 0.69
H 0.21 -3.04 -0.46
H -0.30 -2.90 1.23
H 1.42 -2.76 0.81
H 1.11 -1.57 -2.55
H -1.23 -0.36 -1.23
H -1.91 -0.44 0.43
H -0.74 2.42 -1.38
H 0.89 2.74 -0.62
H -1.80 2.37 0.92
H -0.18 2.69 1.68
H 1.85 0.24 1.16
H 1.22 -1.16 -1.95
*
```